The following is a DFT calculation (ωB97M-V/def2-TZVPD) of a molecular structure, C4H7AlO3 at a distorted geometry.

Electronic energy: -624.0383 Eh
Charge: +2
2S+1: 1
Orbital gap: 7.01 eV
E_HOMO: -0.729 hartree

Atoms and positions in Å:
O 0.02350 0.43645 0.05841
C 0.42966 -0.74232 0.37567
O 0.13503 -1.82045 -0.16343
Al -1.13020 -1.93042 -1.41113
O 1.44927 -0.76329 1.18943
C 1.54866 0.22117 2.22935
H 0.56636 0.38609 2.68542
H 2.24808 -0.19669 2.95719
H 1.93911 1.15978 1.82117
C -1.09901 0.74011 -0.84685
H -2.00729 0.59303 -0.24619
H -0.93440 1.81136 -1.02458
C -1.05193 -0.16910 -2.14263
H -0.18706 0.09811 -2.76868
H -1.92980 0.17616 -2.71317

***

The following is a DFT calculation (ωB97M-V/def2-TZVPD) of a molecular structure, C37H39Cl3N6O6PSiW at a distorted geometry.

Electronic energy: -4292.0259 Eh
Charge: +1
2S+1: 1
Orbital gap: 7.02 eV
E_HOMO: -0.366 hartree

Atoms and positions in Å:
W 0.37244 0.39353 -0.90644
O 2.77548 -2.12245 -3.09726
C 2.28816 -1.45282 -2.24156
O 1.30873 -0.58484 -2.43097
C 2.70288 -1.51859 -0.80917
C 3.62108 -2.43172 -0.34529
C 3.84990 -2.51596 1.01437
C 3.14722 -1.65682 1.84043
C 2.26452 -0.75339 1.28627
N 2.03772 -0.67920 -0.02546
H 4.10512 -3.07267 -1.07142
H 4.53698 -3.24485 1.42477
H 3.25656 -1.70509 2.91620
H 1.69713 -0.07233 1.89936
N -1.47314 1.95361 -0.91049
C -2.73407 1.63485 -1.54122
C -3.88576 2.35586 -1.25461
C -5.07117 2.03594 -1.89668
C -5.10985 1.00285 -2.82768
C -3.95870 0.28600 -3.10749
C -2.77326 0.60120 -2.44981
P -1.17491 -0.17300 -2.75399
C -0.81260 0.46049 -4.42053
C -0.39227 1.78396 -4.51835
C -0.17442 2.36312 -5.75670
C -0.37846 1.61989 -6.91195
C -0.81467 0.30614 -6.82243
C -1.03697 -0.27439 -5.58080
C -1.49503 -1.94336 -2.92672
C -0.58020 -2.74970 -3.60301
C -0.74785 -4.12617 -3.61294
C -1.82064 -4.70431 -2.94740
C -2.72865 -3.90356 -2.26877
C -2.56382 -2.52717 -2.24974
H -1.12550 2.83906 -1.26834
H -1.64391 2.09893 0.09253
H -3.85223 3.16775 -0.53517
H -5.96979 2.60034 -1.67914
H -6.03484 0.75992 -3.33563
H -3.97065 -0.51775 -3.83536
H -0.23652 2.36633 -3.61763
H 0.16247 3.39025 -5.82068
H -0.19884 2.06727 -7.88251
H -0.98100 -0.27308 -7.72220
H -1.38701 -1.29699 -5.52402
H 0.26436 -2.30952 -4.11562
H -0.03232 -4.74645 -4.13931
H -1.94573 -5.78032 -2.95332
H -3.56532 -4.35243 -1.74617
H -3.25838 -1.90761 -1.69629
N -1.76321 2.03682 2.22687
C -0.61011 2.89142 2.49191
C -0.22271 3.01324 3.97330
C 0.40462 1.75454 4.62156
C 1.73499 2.07556 5.31613
N 2.76861 2.45853 4.35250
C 3.82280 1.74655 3.97992
N 4.37917 1.98457 2.79516
N 4.35246 0.81196 4.78678
C 0.59214 2.44216 1.66498
O 1.68106 2.93099 1.92278
O 0.39007 1.42188 0.89094
H -2.54443 2.27947 2.82230
H -1.55178 1.05130 2.34222
H -0.85156 3.89794 2.13903
H -1.12554 3.29912 4.51324
H 0.46545 3.85743 4.06557
H 0.57126 0.97063 3.87184
H -0.26389 1.33549 5.37442
H 2.06701 1.22791 5.91315
H 1.58566 2.91759 5.99136
H 2.42880 3.07794 3.62066
H 3.84711 2.47709 2.08726
H 5.20624 1.49879 2.49867
H 4.08813 0.77216 5.75401
H 5.22467 0.38078 4.53524
O -1.29790 -0.43107 0.51536
C -0.77801 -1.58563 0.59249
O -0.11923 -2.03181 -0.37373
C -0.82800 -2.33755 1.88275
C -1.44546 -1.78784 3.00169
C -1.37980 -2.44014 4.22479
C -0.70047 -3.64809 4.33068
C -0.09614 -4.20756 3.21053
C -0.15626 -3.55169 1.98992
H -1.98998 -0.85735 2.90261
H -1.86813 -2.01418 5.09364
H -0.65053 -4.15983 5.28452
H 0.41650 -5.15820 3.29089
H 0.31636 -3.96333 1.10535
Cl 2.67031 2.46663 -3.53957
Si 1.93390 2.19016 -1.64184
Cl 1.09414 4.08792 -1.18286
Cl 3.73938 2.12691 -0.55267

***

The following is a DFT calculation (ωB97M-V/def2-TZVPD) of 2 unconnected molecules or ions with the total composition C4H13N2O at a distorted geometry.

Electronic energy: -344.6892 Eh
Charge: +1
2S+1: 1
Orbital gap: 11.34 eV
E_HOMO: -0.526 hartree

Atoms and positions in Å:
C 1.31395 -1.26298 1.51977
C 0.52434 0.02275 1.64440
C -0.73213 0.00051 0.75105
N 0.69056 1.97259 -0.90841
C 0.49480 0.72904 -1.31455
N -0.33669 -0.08905 -0.72763
H 0.52361 -2.01794 1.39840
H 1.86532 -1.27691 0.59670
H 1.93033 -1.55932 2.39099
H 0.96439 1.02636 1.65820
H 0.07068 0.13070 2.63376
H -1.30876 0.97069 0.94003
H -1.41093 -0.87883 0.78322
H 1.30891 2.68938 -1.31594
H 0.32524 2.23893 -0.02069
H 1.10057 0.53809 -2.18141
H -0.30965 -1.06397 -0.96468
H -2.04566 -1.35153 -2.65983
H -2.96578 -0.31830 -2.06062
O -2.00310 -0.50020 -2.16274

***

The following is a DFT calculation (ωB97M-V/def2-TZVPD) of 2 unconnected molecules or ions with the total composition C5H10O.

Electronic energy: -271.7086 Eh
2S+1: 1
Orbital gap: 10.56 eV
E_HOMO: -0.354 hartree
SMILES: O=C1CCC1.C

Atoms and positions in Å:
C -0.85932 -2.47127 -0.66816
C -0.47768 0.63631 -0.19523
C 0.64787 0.09621 0.68683
O 0.73200 -0.82112 1.46026
C 1.43359 1.38832 0.55740
C 0.04940 2.02513 0.25556
H -1.88800 -2.24750 -0.96220
H -0.73095 -3.54824 -0.54929
H -0.17163 -2.10829 -1.43875
H -1.50302 0.32893 0.02246
H -0.26412 0.46702 -1.25790
H -0.62436 -1.99119 0.28090
H 2.01063 1.69045 1.43258
H 2.06780 1.38247 -0.33620
H -0.43306 2.33857 1.18576
H 0.01084 2.83421 -0.47403

***

The following is a DFT calculation (ωB97M-V/def2-TZVPD) of 2 unconnected molecules or ions with the total composition C18H12F3N4O8S at a distorted geometry.

Electronic energy: -2211.6599 Eh
Charge: -1
2S+1: 1
Orbital gap: 5.81 eV
E_HOMO: -0.171 hartree

Atoms and positions in Å:
C 4.68860 2.09592 -0.63767
C 4.09959 0.87260 -0.00398
O 2.89679 0.56161 -0.74367
C 2.24049 -0.47698 -0.18050
C 0.86603 -0.60108 -0.69528
C 0.25086 -1.87125 -0.76150
C 0.72600 -2.98007 -0.00616
C -0.02099 -4.13722 0.08297
C -1.23835 -4.25090 -0.59577
C -2.01874 -5.44607 -0.45383
N -2.65518 -6.42075 -0.31847
C -1.66768 -3.21052 -1.43987
C -0.93385 -2.04402 -1.53894
O 2.77121 -1.16434 0.69746
H 5.56820 2.41209 -0.07505
H 5.00531 1.88990 -1.66321
H 3.95835 2.91138 -0.63299
H 4.78403 0.01350 -0.04705
H 3.81753 1.06489 1.03895
H 0.57849 0.12488 -1.45789
H 1.65784 -2.87229 0.54076
H 0.33848 -4.96838 0.69092
H -2.59102 -3.33160 -2.01144
H -1.26579 -1.23506 -2.19920
O 0.38558 3.49766 -1.39153
S 0.43968 3.09989 -0.00516
O 1.66806 2.72764 0.65981
C -0.24418 4.56051 0.99224
F 0.58015 5.61336 0.82877
F -1.48166 4.89443 0.56798
F -0.29427 4.23391 2.30182
C -0.70269 1.73293 0.18968
C -0.29661 0.55099 0.87550
C -1.35320 -0.26109 1.32258
N -1.36714 -1.22944 2.31977
O -0.52867 -1.65765 3.08949
O -2.71350 -1.71093 2.35083
N -3.50087 -1.06495 1.42780
C -2.65499 -0.17221 0.82413
C -2.93688 0.82595 -0.17325
N -4.13271 0.83682 -0.97754
O -4.89560 -0.14987 -0.97688
O -4.35655 1.86208 -1.66553
C -1.96620 1.82080 -0.39893
H 0.67886 0.42760 1.34881
H -2.18279 2.62531 -1.09897

***

The following is a DFT calculation (ωB97M-V/def2-TZVPD) of a molecular structure, C19H34O2 at a distorted geometry.

Electronic energy: -894.1635 Eh
2S+1: 1
Orbital gap: 8.99 eV
E_HOMO: -0.301 hartree

Atoms and positions in Å:
C 2.78370 -2.66948 1.32482
C 1.71786 -3.42225 0.44236
C 1.80162 -3.12110 -1.02090
C 0.63264 -3.71599 -1.75580
H 0.81195 -4.62842 -1.83285
H -0.40297 -3.47295 -1.16119
C 0.36494 -3.18445 -3.03705
C -0.46762 -3.85791 -3.91528
C -1.73180 -3.42294 -3.89808
C -2.35405 -2.23492 -3.26250
C -1.78732 -1.09819 -3.84400
C -1.09852 0.09584 -3.46469
C -0.79107 0.41155 -2.28551
H -0.77540 -0.71765 -1.48803
C -1.43044 1.47158 -1.51504
C -1.02480 1.74283 0.03562
C -1.85761 2.90691 0.54933
C -1.11899 3.39124 1.93602
C -0.89733 2.23407 2.93841
C -0.47855 2.86709 4.40611
C 1.10724 3.30279 4.14720
O 1.81557 2.49466 3.79370
O 1.39373 4.27302 4.88842
C 2.63676 4.70784 4.97888
H 3.08431 5.72493 4.20169
H 3.34349 3.94668 4.28579
H 2.88359 5.02418 5.77127
H -0.82616 3.73581 4.60692
H -0.62960 2.22736 5.21820
H -2.09403 1.93782 3.19409
H -0.26324 1.44478 2.72469
H 0.06698 3.77044 1.59724
H -1.56194 4.20243 2.23710
H -2.78252 2.61374 0.79812
H -1.84057 3.75181 -0.08998
H -0.83088 0.67592 0.62275
H 0.23571 2.09442 -0.30628
H -2.72509 0.96698 -1.17839
H -1.45970 2.26666 -2.03655
H 0.36040 0.50787 -2.00791
H -1.23227 0.77328 -4.20350
H -2.32384 -1.08050 -4.75014
H -1.97949 -2.11636 -2.11939
H -3.52428 -2.17279 -3.16812
H -2.45343 -3.97942 -4.39141
H -0.38017 -4.89366 -4.53234
H 0.29562 -2.17269 -3.24463
H 1.34955 -3.48783 -3.77934
H 2.84783 -3.24542 -1.40122
H 1.63053 -1.87074 -0.88547
H 1.93937 -4.43013 0.64863
H 0.83937 -3.08228 0.96230
H 2.90798 -2.96696 2.20305
H 3.68892 -2.90872 0.89235
H 2.58402 -1.61079 1.17050

***

The following is a DFT calculation (ωB97M-V/def2-TZVPD) of a molecular structure, C8H24LiO4 at a distorted geometry.

Electronic energy: -627.5244 Eh
Charge: +1
2S+1: 1
Orbital gap: 11.51 eV
E_HOMO: -0.514 hartree

Atoms and positions in Å:
Li -0.29605 0.01725 -0.22915
C -0.32942 1.01875 3.22298
C -1.18661 1.89682 2.33039
O -1.33176 1.28502 1.02237
H -0.97795 0.17548 3.47120
H -0.03399 1.43736 4.18779
H 0.64355 0.70570 2.84263
H -0.75065 2.88095 2.15374
H -2.17574 1.94362 2.78243
H -2.25190 1.43983 0.78688
C 0.86450 2.59486 -1.20757
C 1.73142 2.10450 -0.06992
O 1.52502 0.72000 0.24866
H 1.10422 3.59990 -1.54317
H -0.19892 2.40240 -1.07543
H 1.08449 1.96558 -2.07751
H 1.63875 2.76897 0.79703
H 2.79521 2.25466 -0.27613
H 2.33073 0.31737 0.57860
C 0.62358 -2.67541 1.44642
C -0.90112 -2.57801 1.37218
O -1.21817 -1.76924 0.21534
H 1.03166 -3.23629 0.60794
H 0.83779 -3.26226 2.34142
H 1.03416 -1.67091 1.52517
H -1.28130 -2.13490 2.29563
H -1.43904 -3.50988 1.19294
H -2.04623 -2.07048 -0.16525
C 0.73316 -1.38362 -3.32277
C -0.75964 -1.12126 -3.11848
O -0.81031 0.12377 -2.35419
H 1.24167 -0.54023 -3.78769
H 0.87379 -2.20674 -4.03402
H 1.34072 -1.68660 -2.46821
H -1.42982 -1.85414 -2.68299
H -1.15413 -0.85708 -4.10190
H -0.86167 0.90428 -2.90737

***

The following is a DFT calculation (ωB97M-V/def2-TZVPD) of a molecular structure, C30H62N2O15S2 at a distorted geometry.

Electronic energy: -3212.8509 Eh
2S+1: 1
Orbital gap: 8.03 eV
E_HOMO: -0.293 hartree

Atoms and positions in Å:
C -1.75553 -1.53586 3.13714
C -2.12793 -1.15440 1.71880
O -1.34505 -1.45231 0.81795
N -3.25206 -0.53810 1.58728
C -3.72234 -0.16349 0.21976
H -1.34152 -2.54006 3.04615
H -2.56712 -1.72163 3.84064
H -1.03421 -0.82369 3.53792
H -3.70079 -0.04797 2.34788
H -4.69266 -0.57454 -0.05882
H -2.93456 -0.44150 -0.48040
H -3.90151 0.90216 0.07698
C 0.22103 -3.08251 -1.73675
C 0.00103 -4.01225 -0.60658
O 0.69487 -5.02180 -0.50896
N -0.95254 -3.69356 0.26311
C -1.11838 -4.31739 1.55578
H -0.40273 -2.19106 -1.80267
H 0.09195 -3.57974 -2.69811
H 1.23795 -2.69411 -1.68081
H -1.64430 -2.98385 0.06848
H -1.61315 -5.25732 1.31119
H -1.77595 -3.68136 2.14837
H -0.16741 -4.49712 2.05725
C 0.24259 -1.12198 0.02241
C 0.26281 0.12311 0.90486
O 0.12230 1.13374 0.00153
S 1.04922 0.93699 -1.35562
O 2.46135 1.13807 -1.02540
O 0.54181 1.46518 -2.57494
O 0.78382 -0.71390 -1.21909
H -0.65883 -1.72516 -0.08587
H 1.03392 -1.78790 0.36657
H 1.18668 0.12155 1.48328
H -0.53562 0.14567 1.64655
C -0.98099 -0.49399 -2.87620
C -2.24678 -0.82441 -3.68182
O -2.56398 -2.02264 -3.16387
S -2.64735 -1.88983 -1.49845
O -2.37495 -3.13292 -0.74491
O -3.83828 -1.11706 -1.14332
O -1.26436 -0.96794 -1.55846
H -0.59527 0.52337 -2.94189
H -0.13222 -1.02739 -3.30422
H -1.98218 -0.87734 -4.73789
H -2.99203 -0.03580 -3.57787
C 4.47131 0.26910 -2.39827
C 3.80180 -0.21788 -3.61852
C 2.59005 0.73156 -3.77126
O 2.95741 1.94694 -3.04118
C 4.32577 1.79368 -2.60994
H 5.51362 -0.02403 -2.27275
H 3.89017 -0.05175 -1.53372
H 3.45047 -1.23179 -3.42714
H 4.51581 -0.06992 -4.42871
H 1.66184 0.27450 -3.42829
H 2.49223 0.89790 -4.84405
H 4.31381 2.24821 -1.61930
H 5.09708 2.25935 -3.22339
C 0.87046 4.31522 0.43210
C 0.74102 3.08302 -0.46021
C 1.82991 3.32910 -1.57281
O 2.14857 4.73595 -1.40298
C 2.11479 5.04146 -0.04997
H 1.00632 4.12482 1.49671
H -0.07355 4.85050 0.33005
H -0.26772 2.89262 -0.82667
H 0.96900 2.16985 0.08955
H 1.54370 3.10513 -2.60044
H 2.68409 2.66413 -1.44513
H 1.92726 6.11520 -0.04605
H 3.09797 4.95517 0.41265
C -2.32793 2.31049 -1.85330
C -2.11028 1.06355 -1.04434
C -1.79541 1.78537 0.33831
O -2.64832 2.82944 0.36553
C -3.18510 3.11429 -0.90498
H -2.79827 2.08908 -2.81135
H -1.37771 2.78674 -2.09489
H -1.32547 0.49772 -1.54635
H -3.03187 0.48233 -1.01343
H -0.74268 2.06769 0.35063
H -2.01222 1.07543 1.13648
H -3.23137 4.19751 -1.01719
H -4.21251 2.75115 -0.87912
C 1.78338 -2.89638 1.44658
C 0.94577 -2.22470 2.53812
C 0.91454 -3.19491 3.64412
O 1.19197 -4.46469 3.06258
C 2.09184 -4.31421 1.98862
H 2.72153 -2.34171 1.42902
H 1.28138 -2.90888 0.47914
H -0.06168 -2.05196 2.15956
H 1.43982 -1.31732 2.88552
H -0.03831 -3.12648 4.16902
H 1.70297 -3.02615 4.37760
H 1.96004 -5.14638 1.29709
H 3.09135 -4.30823 2.42343
C -0.68345 2.46894 2.41799
C -1.26736 1.21226 3.12727
C 0.00248 0.68737 3.81857
O 1.04357 0.90330 2.85981
C 0.84320 2.15856 2.11540
H -0.77989 3.28205 3.13748
H -1.22688 2.84205 1.54990
H -1.71361 0.45980 2.47708
H -2.02797 1.41963 3.87998
H -0.06130 -0.37190 4.06756
H 0.31459 1.21762 4.71830
H 1.11070 2.14289 1.05885
H 1.47821 2.89495 2.60793

***

The following is a DFT calculation (ωB97M-V/def2-TZVPD) of a single C9H12ClNO3Si molecule at a distorted geometry.

Electronic energy: -1380.2105 Eh
2S+1: 1
Orbital gap: 9.84 eV
E_HOMO: -0.346 hartree
SMILES: C[Si](C)(Oc1ccccc1CCl)[N+](=O)[O-]

Atoms and positions in Å:
C -1.54652 -2.51657 2.29149
C -2.29822 -1.51228 1.74298
C -0.22445 -2.62784 2.03318
C -1.69239 -0.61449 0.93045
C 0.44024 -1.77513 1.06107
C -0.31370 -0.72450 0.64940
C -1.53687 1.76986 -1.86737
C 1.34663 3.29041 -0.59848
C 1.92695 -1.80508 0.87331
N 1.22599 0.92037 -2.67140
O 0.88960 1.37546 -3.74508
O 2.21363 0.20258 -2.51237
O 0.33770 0.10916 -0.21813
Si 0.19381 1.40622 -1.15560
Cl 2.79785 -0.60581 1.86411
H -2.11426 -3.17370 3.03720
H -3.31013 -1.52645 2.10359
H 0.39771 -3.55500 2.37992
H -2.19643 0.26775 0.45231
H -1.76081 2.69940 -2.45334
H -1.71942 1.01536 -2.73023
H -2.17304 1.42473 -1.01364
H 1.88068 3.72054 -1.39503
H 0.53558 4.00062 -0.32549
H 2.13742 2.90669 0.11353
H 2.35204 -1.76806 -0.05951
H 2.21041 -2.90425 1.21314

***

The following is a DFT calculation (ωB97M-V/def2-TZVPD) of a single C3H4N2O molecule.

Electronic energy: -301.3309 Eh
2S+1: 1
Orbital gap: 9.82 eV
E_HOMO: -0.357 hartree
SMILES: [H]/N=C/C=C=NO

Atoms and positions in Å:
O 2.96806 -0.00042 -0.39672
C 0.81527 -0.03243 -0.91172
N 1.90003 -0.56297 -1.17112
N -1.67587 -1.05815 0.33231
C -1.49021 0.16253 0.02312
C -0.32678 0.60297 -0.76411
H 2.96637 -0.47212 0.45034
H -2.55437 -1.14586 0.84345
H -2.18838 0.96891 0.29325
H -0.41022 1.55780 -1.27590